1.
Molecular formula: C5H13NO2
Method: DFT, ωB97M-V/def2-TZVPD

Output
HOMO level: -8.3917 eV
E_LUMO: 0.66 eV
energy above the lowest of the compared OMol25 structures with the same formula, charge and spin: 2.356 eV
SMILES string: C=C/C(N)=C/C.O.O
gap between HOMO and LUMO: 9.06 eV
net charge: 0

Each line ends with the natural charge from an NBO analysis.
Atoms and positions in Å:
C1 -3.0242 0.2433 -0.8154  -0.382
C2 -1.8323 0.3738 -0.2563  -0.208
C3 -0.5467 0.4646 -1.0485  0.127
N1 -0.2867 -0.7651 -1.6841  -0.854
C4 0.3362 1.4223 -0.8280  -0.284
C5 1.7136 1.5180 -1.4080  -0.666
H1 -3.2560 0.0474 -1.8606  0.190
H2 -3.9726 0.2971 -0.2841  0.201
H3 -1.7198 0.3918 0.8192  0.215
H4 0.6799 -0.8863 -1.9446  0.395
H5 -1.0468 -1.2972 -2.0459  0.400
H6 0.1267 2.2260 -0.1348  0.212
H7 2.4671 0.7601 -1.1685  0.218
H8 2.2372 2.4228 -1.1001  0.223
H9 1.6499 1.6492 -2.4992  0.215
O1 0.9953 -1.1318 3.8309  -0.975
H10 1.2586 -1.0698 2.8743  0.489
H11 1.0117 -0.2123 4.1390  0.461
O2 1.5497 -1.3340 1.0855  -0.939
H12 1.3725 -2.2881 1.0750  0.477
H13 0.7311 -1.0169 0.6884  0.485

2.
Molecular formula: C33H49BBrCl8IrN6Si2
Method: DFT, ωB97M-V/def2-TZVPD

Output
HOMO level (alpha / beta): -11.6519 / -11.6454 eV
expectation value of S²: 0.7591
E_LUMO (alpha / beta): -3.11 / -6.20 eV
energy above the lowest of the compared OMol25 structures with the same formula, charge and spin: 0.028 eV
spin multiplicity: 2
gap between HOMO and LUMO (alpha / beta): 8.54 / 5.44 eV
net charge: +1

Each line ends with the Mulliken spin population.
Atoms and positions in Å:
Ir1 -0.2590 -2.6623 -1.0859  0.751
C1 -1.0339 -6.2140 -1.5381  0.000
C2 -1.8976 -5.2842 -0.7704  0.001
C3 -3.0636 -5.6350 -0.1176  0.011
C4 -3.5160 -4.4958 0.5316  0.048
C5 -4.7278 -4.3304 1.3803  -0.006
N1 -2.6547 -3.5074 0.2762  -0.027
N2 -1.6596 -3.9664 -0.5422  0.045
B1 -2.6444 -2.0761 0.8478  -0.025
N3 -1.3651 -1.8791 1.6551  -0.023
N4 -0.1610 -1.9743 1.0315  0.064
C6 0.7745 -1.6661 1.9394  -0.012
C7 2.2440 -1.5757 1.6978  -0.001
C8 0.1525 -1.3777 3.1551  -0.002
C9 -1.2024 -1.5150 2.9372  -0.001
C10 -2.3399 -1.3083 3.8787  0.000
N5 -2.6497 -1.0924 -0.3316  -0.012
N6 -1.7391 -1.2164 -1.3438  0.050
C11 -1.9645 -0.1826 -2.1961  -0.006
C12 -1.1816 0.0851 -3.4245  -0.002
C13 -3.0301 0.5616 -1.7333  0.030
C14 -3.4345 -0.0350 -0.5447  0.059
C15 -4.5172 0.3795 0.3873  -0.005
H1 -1.1486 -7.2136 -1.1219  0.000
H2 -1.3262 -6.2524 -2.5862  0.001
H3 0.0136 -5.9437 -1.4793  -0.002
H4 -3.5165 -6.6111 -0.1034  0.000
H5 -5.2477 -5.2822 1.4565  0.000
H6 -4.4662 -3.9956 2.3836  0.003
H7 -5.4102 -3.5973 0.9502  0.003
H8 -3.6056 -1.9104 1.5272  -0.001
H9 2.4699 -0.9628 0.8275  -0.003
H10 2.7058 -1.0996 2.5612  -0.001
H11 2.7036 -2.5569 1.5790  0.000
H12 0.6382 -1.0849 4.0704  0.000
H13 -1.9532 -1.0600 4.8642  0.000
H14 -2.9852 -0.4928 3.5507  0.000
H15 -2.9524 -2.2055 3.9686  0.000
H16 -0.1096 0.0485 -3.2418  0.001
H17 -1.4199 -0.6321 -4.2071  0.002
H18 -1.4270 1.0796 -3.7928  0.000
H19 -3.4499 1.4402 -2.1921  0.000
H20 -4.9876 1.2878 0.0187  0.000
H21 -5.2801 -0.3940 0.4774  0.004
H22 -4.1185 0.5749 1.3831  0.005
Cl1 1.7875 -1.3576 -1.7669  -0.004
C16 2.4758 -2.8636 -1.1695  0.042
C17 1.4643 -3.6393 -0.6328  -0.028
C18 1.8662 -4.6983 0.1717  0.011
Cl2 0.7254 -5.5236 1.1605  0.009
C19 3.2234 -5.0395 0.2502  -0.016
Cl3 3.7105 -6.3932 1.1787  -0.002
C20 4.1963 -4.2648 -0.3947  0.038
Cl4 5.8503 -4.6778 -0.2888  0.009
C21 3.8234 -3.1063 -1.0840  -0.004
Cl5 4.9541 -2.0159 -1.7558  -0.002
C22 3.7396 2.3860 0.3872  0.000
C23 2.6410 3.1320 1.1598  0.000
C24 3.1896 4.5107 1.5657  0.000
C25 2.3867 2.3133 2.4369  0.000
Si1 1.0655 3.3245 0.0833  -0.002
Br1 0.1346 1.2367 0.1059  0.003
C26 1.4203 3.6688 -1.7723  0.000
C27 2.0145 2.4527 -2.4999  0.000
C28 2.3952 4.8493 -1.9249  0.000
C29 0.1239 4.0145 -2.5202  0.000
C30 -0.2867 4.4502 0.8466  0.000
C31 -0.3622 4.2541 2.3682  0.000
C32 -1.6913 4.1351 0.3054  0.000
C33 0.0236 5.9315 0.5695  0.000
H23 4.5873 2.2149 1.0579  0.000
H24 4.1130 2.9500 -0.4666  0.000
H25 3.3957 1.4099 0.0347  0.000
H26 4.1361 4.3763 2.0981  0.000
H27 2.5147 5.0409 2.2377  0.000
H28 3.3877 5.1556 0.7083  0.000
H29 3.3247 2.2488 2.9979  0.000
H30 2.0651 1.2969 2.2043  0.000
H31 1.6435 2.7570 3.0946  0.000
H32 2.9486 2.0990 -2.0694  0.000
H33 2.2141 2.7313 -3.5394  0.000
H34 1.3076 1.6215 -2.5120  0.000
H35 3.3882 4.6172 -1.5397  0.000
H36 2.0425 5.7531 -1.4260  0.000
H37 2.5074 5.0860 -2.9874  0.000
H38 -0.6283 3.2292 -2.4066  0.000
H39 0.3469 4.1103 -3.5874  0.000
H40 -0.3113 4.9583 -2.1957  0.000
H41 -0.5479 3.2111 2.6353  0.000
H42 -1.1942 4.8489 2.7575  0.000
H43 0.5389 4.5883 2.8803  0.000
H44 -1.9877 3.1097 0.5326  0.000
H45 -1.7832 4.2836 -0.7678  0.000
H46 -2.4066 4.8062 0.7913  0.000
H47 1.0098 6.2286 0.9297  0.000
H48 -0.7128 6.5533 1.0876  0.000
H49 -0.0364 6.1771 -0.4907  0.000
Cl6 -1.9220 -3.8985 -4.0977  0.006
Si2 -0.0479 -3.4800 -3.3594  -0.008
Cl7 0.7873 -2.2250 -4.7646  0.000
Cl8 1.1918 -5.1072 -3.6010  -0.002

3.
Molecular formula: C3H6NO2
Method: DFT, ωB97M-V/def2-TZVPD

Output
HOMO level: -3.7369 eV
E_LUMO: 4.22 eV
energy above the lowest of the compared OMol25 structures with the same formula, charge and spin: 3.372 eV
gap between HOMO and LUMO: 7.96 eV
net charge: -1

Each line ends with the natural charge from an NBO analysis.
Atoms and positions in Å:
O1 0.4089 1.4029 2.1210  -0.709
C1 0.2145 0.4767 1.2751  0.642
N1 -0.9352 0.0058 0.7549  -0.881
C2 -1.1471 -0.9431 -1.0694  0.247
O2 -2.2108 -0.3992 -1.4490  -0.727
C3 1.3741 0.3047 0.1839  -0.721
H1 -1.6064 0.8360 0.4928  0.368
H2 -0.9606 -1.9344 -0.3129  0.094
H3 -0.1486 -0.6069 -1.4404  0.097
H4 1.6363 -0.6980 -0.1366  0.192
H5 1.0244 0.7735 -0.7730  0.204
H6 2.3506 0.7820 0.3535  0.193

4.
Molecular formula: C31H23MnN11O3
Method: DFT, ωB97M-V/def2-TZVPD

Output
HOMO level (alpha / beta): -7.8001 / -7.6331 eV
expectation value of S²: 0.8008
E_LUMO (alpha / beta): -0.67 / -0.69 eV
energy above the lowest of the compared OMol25 structures with the same formula, charge and spin: 0.000 eV
spin multiplicity: 2
gap between HOMO and LUMO (alpha / beta): 7.13 / 6.94 eV
net charge: 0

Each line ends with the natural charge from an NBO analysis.
Atoms and positions in Å:
Mn1 0.6193 -0.6954 0.1123  1.015
N1 -3.4724 -0.9741 -2.6042  -0.554
C1 -2.1653 -1.1063 -2.3197  0.362
N2 -1.6870 -1.2635 -1.1320  -0.543
C2 -2.5512 -1.3865 -0.0763  0.431
N3 -2.1155 -1.7522 1.0943  -0.359
N4 -0.7386 -1.8493 1.1135  -0.210
C3 -0.2479 -2.6587 1.9730  0.048
C4 1.2105 -2.7215 2.0409  0.157
C5 1.8856 -3.5610 2.9171  -0.215
C6 3.2701 -3.5463 2.9183  -0.149
C7 3.9361 -2.7027 2.0427  -0.249
C8 3.1912 -1.8998 1.1942  0.074
N5 1.8616 -1.8981 1.1968  -0.424
C9 -3.9716 -1.1175 -0.2765  -0.164
C10 -4.8852 -1.0169 0.7766  -0.123
C11 -6.1993 -0.7019 0.5210  -0.222
C12 -6.6219 -0.4737 -0.7928  -0.163
C13 -5.7382 -0.5638 -1.8447  -0.259
C14 -4.4083 -0.8901 -1.5795  0.256
H1 -3.7482 -0.7318 -3.5427  0.428
H2 -1.4762 -1.0718 -3.1577  0.220
H3 -0.8746 -3.2594 2.6230  0.206
H4 1.3290 -4.2073 3.5813  0.229
H5 3.8218 -4.1882 3.5920  0.226
H6 5.0154 -2.6655 2.0053  0.231
H7 3.6652 -1.2303 0.4880  0.212
H8 -4.5261 -1.1711 1.7842  0.240
H9 -6.9043 -0.6106 1.3357  0.220
H10 -7.6528 -0.2085 -0.9864  0.220
H11 -6.0526 -0.3611 -2.8604  0.225
O1 1.3972 -1.8150 -3.6068  -0.661
C15 1.5181 -1.4933 -2.4302  0.740
O2 0.9489 -1.9863 -1.4076  -0.729
C16 2.4521 -0.3364 -2.1002  0.119
C17 3.4966 0.0100 -2.9833  -0.233
C18 4.3164 1.0413 -2.6474  -0.122
C19 4.0507 1.7872 -1.4736  -0.121
C20 4.8275 2.9102 -1.1034  -0.174
C21 4.4968 3.6489 -0.0048  -0.207
C22 3.3615 3.3046 0.7586  -0.192
C23 2.5994 2.2181 0.4331  -0.217
C24 2.9463 1.4149 -0.6755  0.231
N6 2.1933 0.3043 -0.9780  -0.474
H12 3.6061 -0.5689 -3.8885  0.254
H13 5.1531 1.3242 -3.2753  0.219
H14 5.6781 3.1784 -1.7183  0.214
H15 5.0899 4.5106 0.2712  0.218
H16 3.0811 3.9174 1.6056  0.220
H17 1.7096 1.9688 0.9857  0.247
N7 -0.5680 1.1058 2.2930  -0.307
C25 -0.5258 1.6288 3.5221  -0.017
C26 0.6525 1.2029 4.1005  -0.341
C27 1.2526 0.4041 3.1210  -0.043
N8 0.5080 0.3644 2.0174  -0.301
H18 -1.2594 1.2600 1.5662  0.463
H19 -1.3279 2.2510 3.8800  0.238
H20 1.0168 1.4256 5.0872  0.232
H21 2.1843 -0.1363 3.1644  0.214
N9 -0.5199 1.4959 -2.6191  -0.816
C28 -1.1021 1.5341 -1.3948  0.712
O3 -0.4462 1.1765 -0.3792  -0.761
C29 -2.4497 1.9794 -1.2995  -0.595
C30 -3.2285 2.1616 -2.4580  0.320
N10 -3.8652 2.2354 -3.4213  -0.425
C31 -2.9979 2.0936 -0.0073  0.344
N11 -3.3709 2.1452 1.0864  -0.431
H22 -1.0262 1.7547 -3.4481  0.411
H23 0.3824 1.0632 -2.7092  0.402

5.
Molecular formula: C3H9BrNO
Method: DFT, ωB97M-V/def2-TZVPD

Output
HOMO level: -14.9570 eV
E_LUMO: -3.72 eV
energy above the lowest of the compared OMol25 structures with the same formula, charge and spin: 0.992 eV
SMILES string: C[C@@]([NH3+])(Br)CO
gap between HOMO and LUMO: 11.23 eV
net charge: +1

Each line ends with the natural charge from an NBO analysis.
Atoms and positions in Å:
C1 0.1772 -1.2054 -0.9529  -0.627
C2 0.5398 -0.0561 0.1320  0.098
N1 0.0273 -0.3871 1.5458  -0.712
Br1 2.5672 0.0726 0.0562  0.097
C3 -0.2367 1.1494 -0.5035  -0.108
O1 -1.5466 1.2572 0.0178  -0.782
H1 0.7740 -2.0313 -0.7250  0.222
H2 -0.8393 -1.6215 -0.7497  0.237
H3 0.4861 -0.8549 -1.8690  0.245
H4 -0.9379 -0.3227 1.3578  0.479
H5 0.5879 -1.1561 1.7915  0.455
H6 0.4179 0.3219 2.1383  0.446
H7 0.4363 1.9940 -0.2760  0.194
H8 -0.1973 1.0030 -1.6760  0.215
H9 -2.2557 1.8369 -0.2873  0.540

6.
Molecular formula: C29H67N2O11S4Si
Method: DFT, ωB97M-V/def2-TZVPD

Output
HOMO level: -11.5102 eV
E_LUMO: -2.30 eV
gap between HOMO and LUMO: 9.21 eV
net charge: +1

Each line ends with the Löwdin charge.
Atoms and positions in Å:
C1 3.4095 -0.6174 3.9649  -0.095
O1 2.6416 0.5205 3.6471  -0.186
C2 1.5185 0.2185 2.8646  -0.241
C3 1.8492 -0.3540 1.4789  -0.183
C4 2.9347 0.4379 0.7392  -0.164
C5 2.4384 1.2732 -0.4601  -0.207
C6 3.0957 0.9467 -1.7994  -0.197
C7 3.1347 -0.5353 -2.2032  -0.174
C8 1.8649 -1.3679 -1.9848  -0.171
C9 1.0055 -1.5618 -3.2314  -0.134
C10 0.5897 -0.2817 -3.9333  -0.263
C11 -0.7552 -0.3528 -4.6602  -0.069
N1 -1.7255 0.4378 -3.7991  -0.129
C12 -2.1467 -0.5289 -2.7122  -0.078
C13 -3.2869 -0.0391 -1.8115  -0.156
C14 -4.6441 -0.7213 -2.1054  -0.190
C15 -5.1294 -1.5453 -0.9181  -0.203
C16 -5.7713 -0.6879 0.1871  -0.263
N2 -5.4358 -1.2417 1.5191  -0.007
C17 -2.8918 0.6840 -4.7435  -0.142
S1 -3.8339 2.2166 -4.6907  0.686
O2 -4.4397 2.3521 -3.4092  -0.296
O3 -4.6603 2.1098 -5.8488  -0.288
C18 -0.8064 1.5483 -3.3176  -0.641
S2 -0.3641 2.7296 -4.6605  0.951
C19 -1.0850 2.2199 -1.9794  -0.112
C20 -2.0141 3.4366 -1.9392  -0.269
O4 -1.5201 4.4432 -1.0838  -0.186
Si1 -1.5086 4.1726 0.5725  0.434
C21 -3.1095 3.4329 1.2055  -0.139
C22 -1.3022 5.8558 1.3469  -0.151
C23 -0.0259 3.1510 1.1075  -0.155
O5 0.3773 0.8246 -3.0328  -0.129
H1 4.0503 -0.3516 4.7985  0.070
H2 2.7947 -1.4755 4.2465  0.096
H3 4.0595 -0.9152 3.1376  0.091
H4 0.9082 1.1122 2.7490  0.098
H5 0.9053 -0.5286 3.3850  0.122
H6 0.9031 -0.3843 0.9343  0.093
H7 2.1597 -1.3927 1.5981  0.105
H8 3.7199 -0.2447 0.4192  0.107
H9 3.3982 1.1209 1.4484  0.114
H10 2.5106 2.3404 -0.2549  0.101
H11 1.3643 1.0809 -0.5669  0.066
H12 4.1383 1.2697 -1.7311  0.118
H13 2.6594 1.5712 -2.5786  0.089
H14 3.9927 -1.0047 -1.7321  0.107
H15 3.3466 -0.5528 -3.2758  0.112
H16 2.1818 -2.3637 -1.6736  0.120
H17 1.2317 -0.9956 -1.1830  0.088
H18 0.1158 -2.1275 -2.9521  0.101
H19 1.5209 -2.1779 -3.9694  0.135
H20 1.3537 0.0500 -4.6337  0.154
H21 -0.5843 0.1301 -5.6190  0.117
H22 -1.1234 -1.3380 -4.9274  0.157
H23 -1.2764 -0.7825 -2.1177  0.129
H24 -2.4676 -1.4494 -3.1911  0.140
H25 -3.3830 1.0408 -1.7940  0.075
H26 -3.0134 -0.3194 -0.7927  0.123
H27 -4.5705 -1.3710 -2.9780  0.106
H28 -5.3763 0.0636 -2.2916  0.110
H29 -4.3356 -2.1402 -0.4718  0.096
H30 -5.8945 -2.2348 -1.2710  0.113
H31 -6.8517 -0.7085 0.0934  0.113
H32 -5.4077 0.3416 0.1176  0.099
H33 -6.2038 -1.0606 2.1521  0.061
H34 -4.6487 -0.7477 1.9198  0.057
H35 -3.6526 -0.0660 -4.5376  0.124
H36 -2.6026 0.5535 -5.7801  0.121
H37 -2.9290 3.1967 -4.9314  0.051
H38 0.9449 2.6780 -4.4084  -0.072
H39 -1.3962 1.4895 -1.2376  0.114
H40 -0.1021 2.5708 -1.6680  0.127
H41 -3.0042 3.1331 -1.5988  0.088
H42 -2.1435 3.8913 -2.9183  0.085
H43 -3.9112 4.1613 1.0988  0.045
H44 -2.9970 3.1311 2.2426  0.042
H45 -3.3953 2.5615 0.6105  0.010
H46 -1.6354 5.8429 2.3826  0.039
H47 -1.9724 6.5392 0.8210  0.038
H48 -0.2930 6.2474 1.2564  0.037
H49 -0.1187 2.0786 0.9503  0.015
H50 0.1350 3.3776 2.1608  0.047
H51 0.8460 3.5461 0.5841  0.037
O6 -3.6181 -4.6559 -1.4909  -0.293
S3 -2.7339 -5.7854 -1.4786  0.553
O7 -2.5348 -6.5394 -2.6748  -0.267
O8 -3.1484 -6.7438 -0.2949  -0.259
C24 -4.5232 -7.2065 -0.2384  -0.236
C25 -4.8289 -8.2720 -1.2696  -0.069
C26 -1.1652 -5.3139 -0.8322  -0.119
H52 -5.1935 -6.3511 -0.3295  0.115
H53 -4.6370 -7.6065 0.7661  0.124
H54 -4.7732 -7.8775 -2.2828  0.072
H55 -5.8349 -8.6586 -1.1094  0.085
H56 -4.1175 -9.0938 -1.1951  0.088
H57 -1.3149 -4.7577 0.0892  0.076
H58 -0.6864 -4.6910 -1.5852  0.061
H59 -0.5767 -6.2105 -0.6592  0.080
O9 9.2992 1.2534 5.2474  -0.275
S4 8.8386 1.3443 6.5988  0.566
O10 8.2422 0.2067 7.2262  -0.274
O11 7.8492 2.5852 6.7122  -0.263
C27 6.7340 2.6263 5.7971  -0.247
C28 5.6375 1.6455 6.1594  -0.075
C29 10.1117 1.9762 7.6323  -0.120
H60 7.0961 2.4647 4.7805  0.114
H61 6.3610 3.6466 5.8525  0.122
H62 5.9780 0.6159 6.0579  0.066
H63 4.7778 1.7903 5.5035  0.072
H64 5.3217 1.7859 7.1929  0.089
H65 10.5425 2.8559 7.1634  0.076
H66 10.8569 1.1898 7.7282  0.079
H67 9.6866 2.2135 8.6034  0.077

| no. | strongest force on any atom (eV Å⁻¹) |
| --- | --- |
| 1 | 2.6 |
| 2 | 0.3 |
| 3 | 4.0 |
| 4 | 0.7 |
| 5 | 5.0 |
| 6 | 2.3 |